Below is 7 unconnected molecules or ions with the total composition C41H84BFIN12O10, with properties calculated with wB97M-V/def2-TZVPD.

```
! RIJCOSX wB97M-V def2-TZVPD def2/J DEFGRID3
* xyz 1 1
C 6.27457 0.94453 3.25166
N 4.96360 0.54279 2.67629
C 4.87897 0.97973 1.29203
N 4.07177 0.06789 0.45830
C 4.85948 -0.66239 -0.54679
C 6.04579 -1.46516 0.02358
C 5.74091 -2.90222 0.44765
N 5.24576 -2.96924 1.83113
C 2.77409 -0.04780 0.62761
N 2.22252 0.75532 1.63384
C 1.98133 2.17531 1.20321
C 2.48906 3.20273 2.23460
F 3.42715 4.04292 1.66389
C 0.92171 0.22784 2.15222
B 1.17187 -0.85305 3.30452
O 2.32547 -1.59685 3.37038
O 0.18464 -1.05119 4.27588
C -0.07799 -0.18663 1.03976
N -1.13143 -1.10016 1.48481
C 0.62894 -0.60077 -0.28117
C 0.60854 0.54478 -1.32683
C -0.79634 1.00166 -1.76652
C -1.19589 0.60462 -3.20289
I -2.29377 2.17920 -4.13505
C -0.19065 -1.72269 -0.91670
O 0.26409 -2.00571 -2.23825
O -0.34913 -3.22708 -2.58070
N 2.05677 -0.96761 -0.13892
C 2.28846 -2.33743 0.44223
C 2.48673 -3.43749 -0.57027
C 2.81541 -3.25664 -1.88868
C 2.99441 -4.28848 -2.77973
C 2.87344 -5.57412 -2.31022
C 2.55333 -5.78134 -0.99114
C 2.36115 -4.74659 -0.11022
C 2.04366 -5.08893 1.33909
H 7.01143 0.24302 2.85176
H 6.27943 0.84499 4.33582
H 6.48484 1.97350 2.93375
H 4.24898 1.01761 3.21411
H 5.90300 1.00332 0.92155
H 4.52710 2.01120 1.18857
H 5.28391 0.10621 -1.20619
H 4.27418 -1.31124 -1.18613
H 6.78204 -1.53435 -0.78332
H 6.56431 -0.97702 0.85418
H 6.71123 -3.42775 0.43710
H 5.10304 -3.45111 -0.24526
H 5.21696 -3.92528 2.15851
H 5.80606 -2.38750 2.43977
H 0.95369 2.39054 0.90689
H 2.59416 2.35308 0.31155
H 1.63858 3.83596 2.51152
H 2.87347 2.70632 3.12959
H 0.45198 1.08266 2.65624
H 2.85090 -1.31886 4.13160
H 0.14919 -0.23831 4.80124
H -0.61795 0.73189 0.77842
H -0.79713 -2.04238 1.64884
H -1.55765 -0.70823 2.31462
H 1.15077 1.43134 -0.98751
H 1.13771 0.19936 -2.21978
H -0.85507 2.08982 -1.69732
H -1.57415 0.62286 -1.09541
H -0.34565 0.31929 -3.82061
H -1.84995 -0.26797 -3.18768
H -1.24518 -1.44885 -0.97215
H -0.18122 -2.64206 -0.32013
H 0.34941 -3.90219 -2.49883
H 3.12838 -2.27030 1.14398
H 1.42875 -2.62264 1.05891
H 2.91187 -2.23837 -2.26088
H 3.22187 -4.03677 -3.80845
H 3.04356 -6.39390 -2.99991
H 2.49170 -6.81742 -0.67264
H 2.61901 -5.98408 1.58403
H 2.47872 -4.29671 1.96108
H 0.96994 -5.23190 1.54604
C -0.17250 4.76429 0.92739
O -0.19413 3.79079 0.18898
N -0.91837 4.90062 2.03481
C -0.85014 6.08588 2.87255
C -1.82531 3.82521 2.40272
H 0.47923 5.63035 0.73115
H -0.54260 5.80562 3.88172
H -1.83135 6.56014 2.91725
H -0.13232 6.79611 2.46817
H -1.25952 2.90298 2.55671
H -2.54182 3.65698 1.59841
H -2.35599 4.08278 3.31533
C -4.57930 -3.55504 -0.30562
O -5.21078 -4.19920 0.51459
N -4.22934 -3.98772 -1.52922
C -3.46235 -3.15471 -2.43644
C -4.62579 -5.32209 -1.94928
H -4.23105 -2.53018 -0.09039
H -4.02929 -2.98157 -3.35400
H -2.52967 -3.65610 -2.67581
H -3.24181 -2.19555 -1.97051
H -5.71270 -5.40572 -1.92748
H -4.21115 -6.06277 -1.26468
H -4.26518 -5.51544 -2.95631
C -5.51475 4.16304 -4.40405
O -6.35217 4.04779 -3.52953
N -5.56390 5.05636 -5.40932
C -4.52820 5.13674 -6.41911
C -6.69503 5.97086 -5.48308
H -4.61698 3.51837 -4.43766
H -4.07623 6.13065 -6.40508
H -4.96033 4.95612 -7.40557
H -3.75420 4.39375 -6.23177
H -6.74128 6.56834 -4.57281
H -7.61949 5.39861 -5.56642
H -6.59483 6.62650 -6.34236
C -9.41765 7.26781 -7.57487
O -8.75660 7.92832 -6.79525
N -10.62321 6.73672 -7.30112
C -11.36340 5.95732 -8.27428
C -11.19795 6.95511 -5.98344
H -9.06804 7.04644 -8.59788
H -12.32474 6.43463 -8.47387
H -11.53816 4.95235 -7.88496
H -10.80555 5.88355 -9.20557
H -11.31352 8.02479 -5.80629
H -10.53162 6.55113 -5.22037
H -12.16714 6.46736 -5.91647
C 9.52728 0.58107 6.12206
O 9.57084 -0.47720 5.52449
N 8.74575 0.83892 7.18952
C 8.74572 2.12866 7.85352
C 7.87767 -0.21447 7.68837
H 10.14924 1.44177 5.82237
H 9.04096 2.00574 8.89703
H 7.74440 2.56323 7.81536
H 9.44382 2.80639 7.36677
H 8.47652 -1.07793 7.97865
H 7.18742 -0.52608 6.90242
H 7.31512 0.14392 8.54693
C -1.15604 -6.92017 2.89280
O -0.13889 -6.42543 2.42154
N -2.39625 -6.66678 2.46158
C -3.56885 -7.28402 3.05539
C -2.56881 -5.74113 1.35665
H -1.12019 -7.63730 3.72738
H -4.10330 -7.85891 2.29780
H -4.23004 -6.51062 3.44838
H -3.27850 -7.94913 3.86605
H -2.02517 -6.11583 0.48582
H -2.15515 -4.76862 1.63289
H -3.62000 -5.63190 1.11128
*
```

Properties
LUMO level = -2.37 eV
Kohn-Sham gap = 0.28677 Eh